Molecular formula: C5H17N3
Method: DFT, the ωB97M-V functional and the def2-TZVPD basis

2S+1: 1
HOMO in eV: -8.9
Total energy in eV: -9929.7724
LUMO in Eh: 0.0361
Charge: 0
ΔE to the lowest compared entry with this formula, charge and spin in kJ/mol: 95.6
HOMO-LUMO gap in eV: 9.834

Geometry (Å):
C (1.992, -0.009, -0.749)
C (1.259, -0.728, -1.915)
N (1.288, -2.194, -1.657)
C (0.378, -2.874, -2.571)
H (2.156, 1.062, -0.996)
H (2.977, -0.460, -0.582)
H (1.485, -0.067, 0.260)
H (1.830, -0.535, -2.860)
H (0.233, -0.321, -1.919)
H (0.949, -2.381, -0.691)
H (0.602, -3.971, -2.558)
H (-0.718, -2.837, -2.262)
H (0.375, -2.476, -3.609)
C (-0.032, 2.489, 2.136)
N (-1.491, 2.164, 2.029)
C (-1.839, 0.736, 2.071)
N (-2.195, 0.181, 0.719)
H (0.025, 3.592, 2.075)
H (0.510, 2.067, 3.016)
H (0.425, 2.051, 1.247)
H (-1.865, 2.558, 2.883)
H (-2.746, 0.636, 2.742)
H (-1.075, 0.104, 2.593)
H (-3.053, 0.675, 0.469)
H (-1.469, 0.537, 0.129)

Force components x, y, z for each atom (eV/Å):
C 0.07 0.25 0.29
C 0.90 -0.18 1.46
N -0.74 0.83 -0.01
C -1.47 -1.34 0.15
H -0.18 -0.58 0.22
H -0.09 0.06 -0.21
H 0.11 0.00 -1.21
H -0.83 -0.11 0.69
H 0.17 -0.16 -0.58
H 0.43 0.33 -0.92
H 0.00 0.87 -0.37
H 1.05 0.29 -0.17
H 0.53 -0.26 0.69
C -0.70 -0.40 -0.78
N 0.87 -0.07 1.25
C -0.99 -0.65 0.43
N -0.01 0.47 1.99
H 0.34 -0.64 0.18
H -0.55 0.38 -0.32
H 0.31 0.26 0.02
H -0.45 0.21 -0.12
H 0.80 0.07 -0.91
H -0.21 0.42 -0.79
H 0.34 -0.15 -0.23
H 0.29 0.09 -0.76